60
Properties=species:S:1:pos:R:3 method="wB97M-V/def2-TZVPD" total_charge=+1 e_lumo_ev="-3.0 / -3.7" homo_lumo_gap_ev="5.6141 / 6.5799" spin_multiplicity=4 e_above_lowest_kcal_mol=103.5 e_tot_ha=-1121.60485
H 1.255 -4.093 2.481
H 2.120 -1.429 -3.119
C 0.351 1.998 -3.413
H -2.235 -0.938 -0.445
H -0.571 2.449 1.811
C 0.102 1.876 2.437
C -0.648 3.384 -1.737
C 0.380 -2.200 -1.094
H 0.442 -0.035 -2.946
H -0.906 -3.447 -2.274
C 1.191 -2.431 1.091
C -3.036 1.463 -1.495
H 0.151 -2.341 -3.218
C 0.477 2.176 3.756
C 2.184 -1.740 0.306
C 3.533 -1.280 0.752
H 1.840 1.010 5.092
C -0.868 2.212 -0.924
C -1.099 -3.554 0.596
H 2.325 -2.735 2.887
C 2.576 -1.159 -2.162
H 3.711 -1.567 1.790
C -2.034 0.873 0.757
H 2.039 -0.508 3.102
H -2.843 3.998 -0.477
C 0.061 1.097 -1.142
N 0.672 0.701 2.070
H 0.155 3.002 4.322
H 4.329 -1.710 0.129
C 1.326 1.156 4.146
C 0.338 0.967 -2.517
C 0.073 -2.712 0.223
H -4.059 1.292 -1.122
H -0.935 4.357 -1.323
H -0.886 -4.614 0.404
H 0.085 4.144 -3.617
N 1.443 0.293 3.126
H -3.043 2.265 -2.248
Re 0.355 -0.676 0.343
C -1.872 -0.494 0.501
H 0.570 -2.617 3.120
H -2.125 3.639 1.087
H -2.445 1.192 1.730
C -2.740 3.214 0.283
H -2.002 -1.180 1.358
H 0.684 1.773 -4.432
H 2.734 -0.072 -2.149
H -1.988 -3.272 0.023
C -2.134 1.945 -0.318
H -2.650 0.551 -1.967
H 3.573 -1.624 -2.098
C -0.031 3.259 -2.975
H -1.323 -3.439 1.662
H 3.641 -0.189 0.682
H -1.307 -1.735 -2.385
C 1.353 -2.999 2.460
C -0.462 -2.441 -2.312
H 0.209 1.662 -0.238
C 1.700 -1.615 -1.030
H -3.739 2.899 0.651

***

111
Properties=species:S:1:pos:R:3 method="wB97M-V/def2-TZVPD" e_lumo_ev=0.1 homo_lumo_gap_ev=6.6567 e_above_lowest_kcal_mol=46.7 e_tot_ha=-3582.74572
H 2.129 -0.397 4.750
C -1.913 -2.572 0.516
Si 2.771 -1.450 2.531
C -4.330 -1.382 0.803
O -0.675 0.980 -1.998
H 1.610 -0.108 -1.439
C -2.631 -0.771 4.824
C 1.928 2.823 -1.047
H -4.527 -0.068 4.072
C 0.132 2.011 -7.087
C -3.141 -0.672 0.930
H -0.064 2.629 -7.953
C 3.376 4.728 -1.231
C -2.839 -2.073 -3.203
C -1.771 -0.584 6.081
C 0.864 -0.063 -6.142
O -2.336 0.930 -3.798
H -4.583 -0.658 5.746
C -2.015 2.838 0.932
H -3.575 -3.982 -3.813
C 2.442 -0.025 3.770
C 3.005 3.562 -0.583
C -3.992 -0.102 5.021
H 0.297 -1.462 -2.061
N -2.066 1.498 1.135
H -2.286 -6.080 -3.452
C 1.498 4.614 2.528
H 2.987 6.021 -2.899
H 1.659 1.922 -0.519
C -0.732 3.467 1.460
C 1.215 3.206 -2.178
C 1.633 4.365 -2.839
C 0.619 0.434 -4.873
S -2.050 0.369 -2.512
H -0.054 -0.217 4.003
N 2.386 -0.891 0.972
C -0.096 2.510 -5.815
H 0.809 0.340 -8.250
H 0.807 -0.197 -4.013
H -0.844 -1.160 6.027
H 3.346 0.565 3.926
H -1.521 0.470 6.219
H 3.561 3.211 0.276
C -0.549 -2.001 -2.467
H 2.062 -3.860 2.637
O -2.826 3.550 0.371
C -0.437 -3.359 -2.725
H -2.960 -4.392 0.109
C 2.646 -0.420 -1.392
Si -0.271 2.354 -2.953
H -1.069 -5.627 -4.637
C 0.138 1.730 -4.683
C 3.423 -0.323 -2.534
H 6.304 -1.576 -1.320
C -1.745 -1.362 -2.729
C 1.396 3.254 2.302
N -0.728 -0.483 3.285
C -2.846 -2.261 4.542
C 0.619 0.724 -7.257
H 4.794 -2.962 2.558
H -1.900 -2.802 4.460
N 0.301 2.691 1.796
C -3.046 -3.340 0.343
H -0.570 -6.009 -2.995
H -3.423 -2.713 5.348
H 4.197 5.326 -0.856
C -0.695 4.846 1.621
H -0.473 3.520 -5.703
C 2.691 5.124 -2.371
N -2.059 -0.153 3.625
H -0.923 -3.009 0.450
C 3.164 -0.879 -0.160
C 5.276 -1.234 -1.346
C -4.286 -2.726 0.486
C 4.488 -2.060 3.090
H -3.770 -1.548 -3.372
H 0.481 6.499 2.319
C 4.749 -0.725 -2.526
C -1.352 -5.537 -3.587
H -1.404 3.280 -2.930
H 2.991 0.081 -3.442
H 1.349 -2.993 3.986
H 2.211 2.583 2.544
H -5.197 -3.295 0.357
C 1.600 -2.915 2.925
H 2.395 5.024 2.969
H -3.399 -2.374 3.609
H 4.948 -1.701 0.708
O -4.286 1.246 1.688
C -1.508 -4.086 -3.234
N -1.957 -1.267 0.785
H 5.355 -0.649 -3.419
H 1.115 4.672 -3.741
O -3.053 0.514 -1.514
H -0.671 -1.490 3.168
H -2.154 0.855 3.638
H 0.503 -3.859 -2.526
Pb 0.008 0.292 0.916
C -3.236 0.811 1.256
C -2.719 -3.429 -3.448
H -1.554 5.423 1.310
H 4.479 -2.298 4.155
H 5.256 -1.301 2.928
H 0.670 -2.830 2.360
H -2.322 -0.918 6.959
C 0.433 5.429 2.170
C 4.511 -1.307 -0.198
H 1.673 0.654 3.402
H -3.873 0.921 5.380
H -5.256 -0.845 0.950
H 1.261 -1.064 -6.259

***

168
Properties=species:S:1:pos:R:3 method="wB97M-V/def2-TZVPD" e_lumo_ev=0.5 homo_lumo_gap_ev=10.0200 e_tot_ha=-2795.41849
O -5.076 -4.678 -0.863
H -4.350 -2.735 -0.557
H 6.338 1.716 1.755
H 6.360 1.042 3.900
H 1.497 -6.213 7.260
H -1.798 0.090 -6.551
C -6.409 1.022 -1.355
H 1.300 5.703 0.435
H -1.017 1.301 2.348
H 6.048 -3.214 5.585
H 0.493 7.548 1.474
O 1.535 1.264 -1.229
H 5.238 -3.991 7.947
O 4.459 0.798 4.280
H -2.134 2.947 -6.393
H 1.758 9.665 1.473
H -0.210 -0.543 -1.622
H 0.711 3.479 5.772
H -3.216 -0.947 -6.899
H 1.093 -4.667 6.414
H 1.482 -2.479 2.088
C -2.393 0.112 -1.324
H 0.537 -6.389 -0.556
O -2.507 4.464 -4.990
H -4.309 4.541 0.515
C 1.782 8.967 2.324
H 3.103 3.398 6.267
C -1.138 -0.824 -1.106
H -3.630 3.945 -0.926
C 2.861 6.099 -1.153
H 5.752 1.635 -0.430
H 1.626 2.791 0.298
H -4.555 -3.934 1.778
H 0.080 -2.534 -0.008
C 1.098 1.886 -0.033
H -1.599 2.565 -4.772
C 3.883 -6.355 1.766
H 2.563 0.308 4.793
C -5.175 -3.401 -0.288
O 2.193 3.432 4.352
H 3.381 -5.375 -0.178
C -0.893 -4.654 -4.797
H 5.666 -0.311 3.034
C 0.599 -1.854 1.962
H 2.761 0.792 3.035
H 4.100 3.393 4.958
H 1.056 -1.130 -5.036
O 2.485 7.211 0.929
H -3.304 -0.426 -1.032
H -3.799 5.460 -2.967
H 4.513 -2.443 8.015
H -2.237 1.466 3.600
H 1.737 3.117 -2.051
C 5.315 1.548 2.087
H -6.162 2.832 0.349
H -6.226 -4.188 1.405
H 6.505 -1.904 6.775
H 0.386 -8.910 -0.698
C 2.372 5.944 0.302
H 1.829 -8.901 -1.667
O 1.124 0.773 -4.337
H -4.523 2.087 0.281
H 0.306 2.280 -2.491
H 1.099 1.179 0.769
H -0.321 -4.570 -5.735
H -4.547 5.944 -4.584
H -4.288 -5.951 -3.835
H 2.788 8.900 2.826
H -6.681 -1.014 -2.225
H 3.257 -0.807 3.721
H -0.318 4.653 -6.683
H -2.408 0.442 -2.359
C -3.730 3.958 -4.449
H -0.258 -2.276 2.371
C 0.975 -8.301 -1.378
H -6.023 -4.402 -2.713
H 3.244 4.886 5.354
H -0.560 -2.754 -3.831
H -5.090 -0.286 -2.473
H -1.590 -0.856 -4.313
H -5.206 4.724 -1.076
H 3.594 -5.449 7.951
H -2.306 0.943 -0.609
C 1.983 1.651 -3.543
H -0.990 3.687 3.990
C 4.784 -3.231 7.319
H 4.135 2.531 -0.101
C -2.625 -0.469 -6.132
C 3.238 0.257 3.935
C -5.227 2.791 -0.237
C 1.354 2.117 -2.314
H 3.986 6.433 -1.107
O -0.818 -0.811 0.269
H 2.356 6.860 -1.699
O 3.716 -3.800 6.652
C -0.067 3.134 3.852
C -5.395 -3.513 1.229
H -6.047 -2.910 -0.770
H 2.935 5.133 0.870
H 0.953 9.339 2.963
H -6.161 0.529 -0.409
C 3.171 3.832 5.271
C -6.157 -0.052 -2.427
H 2.285 2.454 -4.177
H 2.082 -5.353 1.032
C -4.568 4.092 -0.439
H 0.378 3.161 -6.139
C -0.290 3.943 -5.857
H -5.360 4.753 -3.476
C 4.690 1.578 -0.115
O -0.301 1.800 4.227
H 2.863 5.177 -1.656
C 5.681 -2.536 6.333
H -0.319 -5.200 -4.041
H -1.262 0.015 3.610
H 2.608 -0.386 -5.161
H 0.265 3.096 2.773
H -4.206 3.491 -5.280
H 1.975 -0.917 -3.487
H 4.250 -5.508 2.366
H 2.425 -4.056 8.339
C 5.505 0.708 3.320
H 4.191 1.039 -0.905
H -4.271 -3.885 -2.515
H 4.743 -6.823 1.300
H -3.538 3.271 -3.618
C 1.444 -6.962 -0.865
H 2.814 1.042 -3.291
H -5.501 -2.486 1.614
O 4.616 0.889 1.068
C -4.548 -5.959 -2.805
C 0.890 3.811 4.751
H 1.817 -6.418 -1.697
C -5.003 -4.631 -2.313
C -1.691 3.413 -5.485
H 0.061 2.144 -0.130
C 1.924 -5.367 6.701
C -1.206 1.123 3.385
H 0.758 4.890 4.618
C 2.971 -4.640 7.537
C -4.389 5.140 -3.805
H 0.305 -8.208 -2.233
H -1.268 -1.853 -1.330
H 0.790 -0.886 2.438
O -5.525 2.147 -1.475
O -1.744 -2.555 -5.492
C 2.908 -5.930 0.619
O 2.320 -7.184 0.203
H 0.156 4.512 -5.011
H 3.399 -7.091 2.411
H 4.810 2.476 2.397
H 1.181 -1.084 -0.050
H 2.402 -5.795 5.818
H 5.146 -1.778 5.807
H -1.785 -5.286 -4.939
H -3.145 -1.608 -4.462
H -3.706 -6.303 -2.239
C 0.349 -1.582 0.438
C 1.521 7.534 1.877
H -3.234 0.329 -5.798
C 1.746 -0.494 -4.471
H -6.516 0.362 -3.420
C -2.247 -1.357 -5.016
C -1.306 -3.332 -4.363
H -2.206 -3.327 -3.703
H -5.275 -6.748 -2.602
H 1.599 6.753 2.728
H -7.482 1.291 -1.431

***

62
Properties=species:S:1:pos:R:3 method="wB97M-V/def2-TZVPD" e_lumo_ev=0.5 homo_lumo_gap_ev=8.9860 e_above_lowest_kcal_mol=26.7 e_tot_ha=-1737.57067
O 1.533 -1.487 -1.009
H -5.984 1.123 -2.559
H -3.155 -0.761 -0.259
C 4.590 -1.197 1.025
H 5.678 -1.121 0.919
H 2.875 -0.677 3.861
C -4.990 2.648 -1.408
N 2.632 0.037 0.214
H -4.753 1.778 -4.486
H -1.417 2.325 0.798
C 3.148 -1.284 2.990
C -4.939 2.829 -4.222
H 2.896 2.071 0.662
H 4.868 1.265 1.675
H 2.867 -5.913 3.417
H 0.013 1.271 -1.689
O -1.876 1.249 -3.043
H 4.972 -6.034 4.698
H -1.568 2.951 -0.862
H 2.245 -1.428 2.377
C -0.018 1.454 -0.614
C 3.911 -0.522 -0.183
H 4.533 0.291 -0.573
C 1.494 -0.521 -0.270
C 0.167 0.124 0.124
H -5.056 3.424 -5.130
O -3.896 0.074 -2.278
H -2.413 -0.012 1.177
H 6.234 -3.969 5.181
N -2.475 1.151 -0.527
S -2.965 1.151 -2.119
H 0.767 2.165 -0.356
H -0.950 -0.998 -1.329
C -6.127 2.186 -2.326
H 1.841 1.178 1.773
H 3.727 -1.243 -0.978
C 2.947 -3.789 3.192
H 4.327 -2.254 1.069
H -0.894 -1.760 0.263
C -1.379 2.059 -0.265
H 0.135 0.294 1.207
H -3.898 4.409 -3.167
C 3.960 0.831 2.102
H 5.382 -1.791 4.384
H 3.789 1.298 3.074
C -0.990 -0.805 -0.256
C 4.602 -5.080 4.353
H -4.891 1.981 -0.553
C 5.309 -3.920 4.624
C 2.749 1.111 1.175
C 4.834 -2.699 4.184
O -6.156 2.945 -3.517
H 2.028 -3.742 2.624
H -2.822 3.168 -3.880
N -3.716 2.645 -2.102
C -2.323 -0.151 0.093
H -7.096 2.337 -1.848
H -5.177 3.670 -1.062
C 3.420 -5.012 3.636
N 4.209 -0.577 2.288
C 3.647 -2.623 3.466
C -3.772 3.341 -3.376

***

9
Properties=species:S:1:pos:R:3 method="wB97M-V/def2-TZVPD" total_charge=+1 e_lumo_ev="-6.0 / -6.0" homo_lumo_gap_ev="9.4554 / 9.4560" e_above_lowest_kcal_mol=30.3 e_tot_ha=-494.30759
H -0.863 1.026 -0.099
H -2.130 0.161 -0.322
H -1.068 0.430 -1.643
H 1.695 1.045 1.317
H 0.367 -1.806 0.260
S 1.081 -0.048 1.637
C 0.798 -0.720 0.171
H 1.335 -0.349 -0.721
N -1.215 0.262 -0.599

***

9
Properties=species:S:1:pos:R:3 method="wB97M-V/def2-TZVPD" e_lumo_ev=-0.2 homo_lumo_gap_ev=9.4776 e_above_lowest_kcal_mol=111.5 e_tot_ha=-681.28159
C -1.036 -0.667 -0.097
O -0.720 1.908 -0.691
C 0.136 -0.173 0.269
H 1.538 -2.123 0.373
H -1.434 -1.584 0.243
H -1.753 -0.025 -0.705
S 1.735 -0.773 0.749
N 0.254 1.422 -0.179
O 1.280 2.015 0.038

***

19
Properties=species:S:1:pos:R:3 method="wB97M-V/def2-TZVPD" e_lumo_ev=0.7 homo_lumo_gap_ev=10.5861 e_above_lowest_kcal_mol=85.0 e_tot_ha=-653.60523
H -1.029 1.703 0.976
H 2.091 0.567 1.495
H 2.888 0.409 0.052
C -0.947 0.678 0.906
O -2.840 0.666 -0.766
O -3.394 0.279 1.320
H 0.807 -0.153 -2.673
H 2.111 1.908 0.304
H -1.071 0.301 1.903
N -2.715 0.518 0.393
H -0.854 -0.690 -2.127
C -0.052 0.045 -1.977
C 0.679 -1.718 0.556
H 0.452 -2.410 -0.291
Si 0.438 0.042 -0.129
H -0.375 1.013 -2.254
H 1.798 -1.955 0.595
H 0.005 -2.099 1.293
C 2.009 0.894 0.423

***

Record order is preserved below.
Molecular weight: 535.75; 1040.38; 863.35; 436.58; 64.13; 105.12; 133.22 g/mol